No. 1
{
  "formula": "C72H69Ge2N5RuS5",
  "method": "ωB97M-V with the def2-TZVPD basis set",
  "species": ["Ge", "H", "H", "C", "C", "C", "C", "H", "N", "H", "C", "C", "H", "H", "H", "H", "H", "C", "C", "H", "C", "C", "H", "H", "C", "H", "H", "H", "H", "C", "N", "H", "C", "H", "C", "C", "C", "H", "H", "C", "N", "C", "C", "C", "C", "H", "H", "C", "C", "S", "S", "H", "C", "H", "C", "C", "C", "H", "H", "H", "C", "C", "C", "H", "C", "N", "H", "C", "H", "N", "H", "C", "H", "Ge", "H", "C", "S", "H", "H", "H", "H", "C", "C", "H", "S", "H", "H", "C", "C", "H", "C", "C", "H", "C", "C", "H", "C", "C", "C", "H", "H", "C", "C", "S", "C", "C", "C", "C", "C", "H", "C", "C", "C", "H", "H", "H", "C", "H", "H", "H", "C", "H", "H", "Ru", "H", "C", "H", "C", "H", "H", "H", "C", "C", "C", "C", "H", "C", "C", "C", "C", "H", "H", "H", "H", "C", "H", "C", "C", "C", "H", "H", "H", "C", "H"],
  "xyz": [[2.520, -3.263, 1.084], [3.525, 1.053, 3.766], [0.921, -6.303, -6.822], [4.588, -2.767, 3.247], [-2.695, -0.299, 0.611], [6.168, -1.903, 1.449], [3.615, -9.047, -1.462], [0.382, 3.635, -2.778], [1.354, 1.024, -0.959], [5.114, 1.754, 2.228], [4.703, -5.901, -3.315], [-1.333, 2.979, 3.163], [2.834, 3.677, -3.286], [-0.829, -7.035, 4.156], [7.134, 1.362, -0.832], [-2.136, 4.938, 2.855], [3.692, -2.970, -5.219], [3.600, -3.675, 2.735], [-3.865, 4.179, -3.254], [1.204, -4.064, 5.007], [2.404, -6.794, -2.615], [4.386, -8.029, -2.010], [-4.312, 5.039, -1.327], [4.360, -8.090, 1.688], [-3.097, 3.246, -3.944], [0.169, -10.249, 3.203], [7.407, -1.030, -0.077], [-4.562, 0.231, 1.169], [5.862, -2.226, 4.872], [-0.031, -0.421, 2.553], [0.416, 2.288, 1.694], [1.713, -7.509, -4.814], [6.331, 0.491, 0.987], [1.617, -9.705, -1.072], [-2.159, 2.476, -3.259], [0.170, -7.036, 3.712], [0.987, -5.921, 3.889], [-0.020, -0.601, 6.494], [4.711, -4.951, -2.777], [2.112, -1.479, -5.226], [-3.956, -0.558, 1.035], [6.934, 1.646, 0.207], [0.752, 0.193, -6.357], [0.964, -2.236, -4.960], [-3.706, 4.321, -1.876], [3.544, -10.870, -0.305], [6.536, -3.998, 1.947], [5.427, 0.729, 2.016], [3.192, -4.743, 3.615], [-1.537, -1.565, 0.692], [0.367, -1.648, -1.646], [4.326, -0.105, 4.852], [-0.510, 4.495, 1.518], [-0.500, 5.457, 1.019], [4.870, -0.306, 2.758], [6.695, -0.824, 0.724], [-0.249, 0.708, 3.351], [0.427, 2.337, -6.632], [3.238, 0.258, -0.704], [7.885, 1.965, 0.643], [0.371, 3.506, 1.136], [-1.401, 4.207, 2.544], [-0.053, -0.554, 5.408], [5.733, -6.271, -3.368], [1.984, -0.276, -5.916], [-1.204, 0.991, -0.296], [4.867, -6.646, 2.604], [0.427, -4.749, 4.677], [-0.507, -9.516, 1.749], [-2.522, 0.894, 0.065], [3.579, -2.035, -3.728], [0.935, -4.414, -5.801], [-1.610, -2.730, -3.911], [1.600, -3.509, -1.555], [7.703, -3.284, 0.820], [1.614, -7.793, -2.039], [3.697, -3.413, -0.873], [-2.637, 3.652, -0.129], [-3.222, 3.117, -5.016], [4.133, -6.480, 1.004], [-0.296, -7.033, -2.768], [0.105, -1.641, 3.247], [-0.400, 2.039, 2.721], [1.095, 3.697, 0.348], [2.382, -1.063, 1.141], [-4.079, -1.354, 1.633], [2.225, -8.954, 1.879], [3.810, -6.916, -2.619], [-2.767, 3.549, -1.201], [0.664, -3.847, -6.688], [1.093, -5.775, -5.886], [2.666, 1.033, -1.205], [3.403, -5.652, 5.547], [0.100, -7.688, -1.992], [3.876, 0.019, 3.858], [-0.393, 1.562, 5.333], [4.100, -7.057, 1.938], [-0.301, -9.342, 2.810], [2.718, -7.004, 2.570], [-1.603, -3.483, -5.504], [1.605, 1.629, -7.739], [3.238, 1.971, -2.055], [0.660, 1.442, -7.220], [0.950, -4.517, 0.271], [0.546, 1.917, -1.541], [2.263, -5.893, 3.307], [5.222, -1.639, 2.454], [-0.385, -0.545, -6.014], [6.648, -3.309, 1.110], [0.259, -2.670, 5.118], [-0.301, -1.751, -5.320], [4.671, -3.937, 5.369], [3.487, -1.969, -4.821], [4.353, -5.696, -4.334], [4.687, -10.914, -1.651], [0.202, -2.557, 2.678], [-1.976, 2.633, -1.896], [-0.278, -4.179, 4.057], [-0.123, -5.096, 5.555], [-2.450, -1.945, -5.256], [1.512, -4.383, -3.386], [-0.127, 1.340, -7.974], [6.084, -3.729, 0.271], [0.336, -0.178, 0.515], [2.888, 0.287, -6.159], [0.112, -1.710, 4.630], [6.265, 2.515, 0.204], [3.732, -4.836, 4.907], [-1.567, 1.730, -3.776], [4.262, -1.284, -5.182], [-0.206, -7.257, -1.033], [1.523, -6.440, -4.767], [1.120, -3.703, -4.604], [5.100, -2.924, 4.533], [-1.563, -2.523, -4.985], [4.309, 1.941, -2.246], [1.051, 2.892, -2.365], [1.764, -5.791, -3.550], [0.595, -8.134, 2.995], [-0.927, 1.824, -1.197], [5.474, -8.118, -2.002], [-1.260, -9.206, 3.319], [5.083, -10.003, -0.195], [3.002, -0.634, 3.803], [2.421, 2.915, -2.630], [-4.585, 4.790, -3.785], [4.265, -10.274, -0.870], [2.238, -8.911, -1.488], [-0.260, 0.643, 4.759], [-1.367, -0.197, -6.334], [-0.364, -8.675, -2.097], [5.084, -4.036, 6.369], [1.874, -8.099, 2.441], [-2.004, 2.715, 3.973]],
  "multiplicity": 2,
  "homo_ev": [-3.66, -4.10],
  "total_charge": -1,
  "molar_mass_g_mol": 1411.00,
  "e_tot_ha": -9298.7785
}

No. 2
{
  "formula": "C2H7N3",
  "method": "ωB97M-V with the def2-TZVPD basis set",
  "species": ["H", "H", "N", "H", "C", "H", "H", "H", "N", "H", "N", "C"],
  "xyz": [[1.177, -1.521, -0.012], [3.104, -0.272, -0.067], [2.279, 0.283, 0.016], [-1.489, -0.659, 1.117], [-1.244, -0.681, 0.023], [-1.093, -1.713, -0.354], [-2.043, -0.280, -0.560], [-0.872, 1.933, -0.756], [-0.301, 1.474, -0.031], [-0.617, 1.676, 0.945], [-0.092, 0.150, -0.246], [1.192, -0.389, -0.074]],
  "homo_ev": -8.81,
  "molar_mass_g_mol": 73.10,
  "e_tot_ha": -244.6097,
  "smiles": "[H]/N=C/N(C)N"
}